C31H54ClPRu as an isolated structure at a distorted geometry. Source: the OMol25 dataset; level of theory: ωB97M-V/def2-TZVPD.

Geometry as XYZ:
```
88
Properties=species:S:1:pos:R:3:lowdin_charge:R:1
Ru 0.480 0.086 0.275 0.78
P 0.104 0.563 -2.210 1.05
Cl 1.291 2.249 0.423 -0.14
C -1.709 -0.132 -0.225 -0.24
H -2.728 -0.246 -0.746 0.06
H -1.987 0.892 0.158 0.08
C 1.967 0.783 -2.555 -0.45
C -0.730 2.230 -2.448 -0.44
C 2.453 0.871 -3.998 -0.22
H 2.157 1.746 -2.057 0.05
C 3.941 1.227 -4.011 -0.20
H 2.308 -0.109 -4.467 0.09
H 1.882 1.614 -4.576 0.09
C 4.791 0.289 -3.147 -0.21
H 4.300 1.210 -5.045 0.10
H 4.051 2.252 -3.635 0.11
C 4.223 0.071 -1.737 -0.20
H 4.888 -0.681 -3.650 0.11
H 5.808 0.689 -3.076 0.10
C 2.738 -0.278 -1.766 -0.26
H 4.780 -0.723 -1.228 0.11
H 4.357 0.989 -1.149 0.12
H 2.589 -1.248 -2.255 0.11
H 2.358 -0.354 -0.719 0.03
C -0.576 -0.532 -3.549 -0.42
C -2.238 2.076 -2.688 -0.22
H -0.582 2.699 -1.462 0.06
C -2.945 3.437 -2.647 -0.20
H -2.413 1.628 -3.674 0.10
H -2.676 1.399 -1.947 0.08
C -2.310 4.464 -3.597 -0.21
H -4.010 3.308 -2.887 0.11
H -2.888 3.826 -1.623 0.11
C -0.784 4.550 -3.470 -0.20
H -2.567 4.189 -4.628 0.11
H -2.750 5.455 -3.419 0.10
C -0.083 3.181 -3.465 -0.21
H -0.375 5.168 -4.281 0.10
H -0.543 5.053 -2.525 0.11
H -0.148 2.743 -4.470 0.09
H 0.986 3.323 -3.240 0.11
C 0.157 -1.873 -3.651 -0.22
H -1.594 -0.717 -3.166 0.10
C -0.583 -2.830 -4.591 -0.20
H 1.184 -1.700 -4.007 0.10
H 0.241 -2.348 -2.673 0.07
C -0.811 -2.219 -5.979 -0.21
H 0.001 -3.754 -4.680 0.11
H -1.553 -3.089 -4.136 0.11
C -1.412 -0.810 -5.917 -0.20
H 0.140 -2.193 -6.530 0.11
H -1.477 -2.871 -6.552 0.10
C -0.664 0.108 -4.943 -0.21
H -1.399 -0.356 -6.916 0.10
H -2.463 -0.874 -5.598 0.11
H 0.354 0.285 -5.316 0.10
H -1.162 1.083 -4.917 0.07
C -0.031 -2.018 -0.172 -0.31
C -1.614 -1.666 -0.400 -0.38
H 0.560 -2.309 -1.063 0.02
C -2.527 -2.488 0.584 -0.18
H -1.817 -2.068 -1.516 0.14
C -1.894 -2.780 1.961 -0.23
H -3.437 -1.884 0.833 0.10
H -2.826 -3.473 0.119 0.11
C -0.614 -3.632 1.835 -0.22
H -1.577 -1.851 2.460 0.07
H -2.653 -3.223 2.652 0.11
C 0.452 -2.931 0.974 -0.27
H -0.228 -3.825 2.855 0.09
H -0.862 -4.604 1.388 0.09
H 1.015 -2.311 1.699 0.06
H 1.168 -3.681 0.571 0.09
C -1.217 0.650 5.148 -0.07
C 0.037 -0.113 4.707 -0.66
C 1.294 0.651 5.129 -0.07
C 0.041 -1.499 5.365 -0.07
C 0.009 -0.231 3.246 -0.13
C -0.005 -0.023 2.026 -0.34
H -1.221 0.767 6.241 0.07
H -2.124 0.108 4.849 0.08
H -1.232 1.641 4.677 0.09
H 1.279 0.770 6.222 0.07
H 2.195 0.099 4.834 0.08
H 1.323 1.635 4.647 0.09
H -0.837 -2.089 5.065 0.08
H 0.952 -2.051 5.097 0.08
H 0.018 -1.383 6.460 0.07
```

multiplicity = 6
expectation value of S² = 8.78
total charge = -1
energy relative to the best compared isomer or geometry (same formula, charge and spin) = 57.4 kcal per mole

C31H55As3ClN2O11SSeTi as an isolated structure. Source: the OMol25 dataset; level of theory: ωB97M-V/def2-TZVPD.

Geometry as XYZ:
```
106
Properties=species:S:1:pos:R:3:lowdin_charge:R:1
Ti -0.411 -0.649 -0.575 1.02
Cl -1.149 -7.025 2.409 0.62
C -0.722 -5.372 2.043 -0.68
C -1.539 -4.338 2.475 -0.11
C -1.221 -3.033 2.151 -0.01
C -0.072 -2.728 1.406 -0.34
O 0.172 -1.483 1.050 -0.26
C 0.786 -3.784 1.044 -0.11
C 2.117 -3.577 0.413 -0.21
O 2.903 -2.723 0.738 0.03
C 0.428 -5.099 1.329 -0.06
H -2.429 -4.564 3.049 0.10
H -1.858 -2.210 2.447 0.11
H 2.429 -4.394 -0.265 0.13
H 1.068 -5.911 1.004 0.11
C 4.663 -0.142 2.330 -0.33
As 2.702 0.035 2.261 1.19
C 2.392 -1.296 3.680 -0.31
C 2.724 1.676 3.374 -0.39
C 1.398 2.368 3.715 -0.68
C 0.531 1.451 4.581 -0.08
C 0.635 2.846 2.466 -0.35
As -0.595 1.682 1.438 1.18
C -2.141 1.665 2.666 -0.30
C -1.233 3.154 0.330 -0.28
C 1.723 3.615 4.564 -0.38
As 2.789 5.031 3.686 1.11
C 1.330 6.170 3.025 -0.35
C 3.082 6.050 5.344 -0.37
H 5.024 -0.135 3.361 0.02
H 5.125 0.681 1.783 0.01
H 4.943 -1.080 1.851 0.01
H 2.844 -0.985 4.624 0.02
H 2.847 -2.228 3.345 0.01
H 1.327 -1.471 3.821 0.00
H 3.349 2.370 2.803 0.04
H 3.262 1.455 4.304 0.07
H 0.233 0.554 4.036 0.05
H -0.374 1.966 4.908 0.08
H 1.083 1.132 5.469 0.09
H 1.337 3.227 1.717 0.07
H -0.009 3.684 2.754 0.05
H -2.214 2.600 3.225 0.02
H -2.082 0.830 3.362 0.01
H -3.036 1.545 2.055 -0.01
H -1.501 4.010 0.953 0.03
H -2.088 2.824 -0.256 0.02
H -0.440 3.420 -0.367 0.03
H 2.305 3.313 5.441 0.07
H 0.798 4.076 4.929 0.08
H 0.940 5.777 2.088 0.00
H 1.728 7.168 2.841 0.01
H 0.522 6.235 3.756 0.02
H 3.805 5.528 5.970 0.01
H 2.149 6.170 5.897 0.02
H 3.483 7.034 5.101 0.01
O -0.399 0.044 -3.960 -0.44
Se -1.607 0.741 -3.145 0.80
O -1.990 2.247 -3.560 -0.46
O -0.974 0.895 -1.512 -0.57
O -2.906 -0.223 -2.941 -0.51
C -4.610 0.487 -0.607 -0.22
S -3.715 -1.035 -0.345 0.92
C -4.639 -1.618 1.077 -0.23
O -2.410 -0.610 0.306 -0.61
H -4.578 1.077 0.308 0.05
H -5.635 0.241 -0.884 0.07
H -4.110 0.980 -1.438 0.04
H -5.675 -1.794 0.788 0.06
H -4.574 -0.876 1.872 0.06
H -4.178 -2.553 1.390 0.04
C 1.509 2.966 -3.481 -0.06
C 2.841 2.806 -2.761 -0.18
C 3.110 1.380 -2.265 -0.29
C 4.428 1.373 -1.445 -0.15
C 4.920 0.000 -1.003 -0.08
C 3.319 0.455 -3.442 -0.42
O 3.970 0.755 -4.420 0.09
N 2.810 -0.803 -3.286 0.22
C 2.024 -1.268 -2.235 -0.50
O 1.802 -2.464 -2.176 0.06
N 1.529 -0.353 -1.339 0.09
C 1.996 0.935 -1.320 -0.45
O 1.581 1.742 -0.504 -0.02
H 1.388 3.990 -3.839 0.08
H 0.668 2.753 -2.821 0.05
H 1.429 2.298 -4.340 0.08
H 2.883 3.466 -1.893 0.12
H 3.668 3.068 -3.423 0.11
H 4.245 2.007 -0.574 0.12
H 5.185 1.867 -2.058 0.12
H 4.171 -0.533 -0.413 0.05
H 5.813 0.104 -0.385 0.07
H 5.185 -0.626 -1.857 0.08
H 3.009 -1.482 -4.007 0.17
C -1.252 -3.067 -3.580 -0.04
C -1.010 -3.327 -2.109 -0.44
C -2.136 -4.101 -1.445 -0.03
O -0.858 -2.076 -1.444 -0.25
H -1.447 -4.014 -4.090 0.08
H -0.388 -2.582 -4.032 0.07
H -2.110 -2.403 -3.700 0.07
H -0.061 -3.846 -1.966 0.13
H -3.094 -3.609 -1.628 0.07
H -1.969 -4.183 -0.370 0.06
H -2.182 -5.108 -1.862 0.09
```

total charge = -1
energy relative to the best compared isomer or geometry (same formula, charge and spin) = 4.3 kcal per mole

C31H55CdNO23P3 as an isolated structure at a distorted geometry. Source: the OMol25 dataset; level of theory: ωB97M-V/def2-TZVPD.

Geometry as XYZ:
```
114
Properties=species:S:1:pos:R:3:lowdin_charge:R:1
Cd 3.940 -0.143 4.447 1.07
N 1.882 -0.660 0.499 -0.68
O 1.474 -1.713 0.024 0.06
O 1.543 0.420 -0.009 0.03
O 2.399 -0.618 1.541 0.00
C 4.562 -0.148 -5.425 0.00
C 3.258 0.125 -4.924 0.01
C 2.148 0.002 -5.789 -0.29
C 2.275 -0.589 -7.044 0.00
C 3.519 -1.059 -7.471 0.03
C 4.684 -0.868 -6.633 -0.31
O 5.916 -1.264 -7.000 0.06
O 0.946 0.592 -5.442 0.06
H 5.424 0.104 -4.825 0.11
H 3.206 0.604 -3.958 0.11
H 1.475 -0.779 -7.744 0.12
H 3.645 -1.561 -8.419 0.12
H 6.284 -1.742 -6.253 0.12
H 1.036 1.161 -4.674 0.10
C 1.318 6.982 -3.738 -0.01
C 0.632 5.816 -3.558 -0.02
C 1.272 4.811 -2.926 -0.38
C 2.589 4.845 -2.556 -0.01
C 3.304 6.053 -2.746 -0.01
C 2.651 7.094 -3.388 -0.32
O 3.393 8.226 -3.643 0.04
O 0.476 3.779 -2.550 0.04
H 0.824 7.846 -4.159 0.12
H -0.276 5.672 -4.125 0.13
H 3.061 4.065 -1.977 0.11
H 4.354 6.172 -2.523 0.11
H 4.230 8.194 -3.174 0.09
H 0.829 3.358 -1.763 0.10
C -3.452 -0.583 -3.337 0.00
C -2.584 -1.303 -2.549 0.01
C -2.978 -2.596 -2.108 -0.24
C -4.235 -3.121 -2.439 0.00
C -5.167 -2.348 -3.059 0.01
C -4.710 -1.146 -3.557 -0.27
O -5.632 -0.374 -4.269 0.05
O -2.030 -3.384 -1.452 0.07
H -3.200 0.422 -3.641 0.13
H -1.584 -0.952 -2.344 0.12
H -4.424 -4.117 -2.066 0.13
H -6.155 -2.753 -3.220 0.13
H -5.496 0.569 -4.153 0.10
H -1.174 -2.955 -1.380 0.10
C 0.678 -4.038 4.549 -0.07
O -0.251 -3.380 5.449 -0.23
P 0.304 -2.332 6.526 0.40
O 1.370 -1.399 6.030 -0.36
O -1.032 -1.550 7.027 -0.21
C -0.904 -0.340 7.703 -0.13
O 0.729 -3.190 7.758 -0.20
C -0.145 -4.225 8.219 -0.07
H 0.398 -3.756 3.534 0.09
H 0.466 -5.101 4.664 0.09
H 1.737 -3.861 4.735 0.08
H 0.061 -0.210 8.192 0.09
H -1.706 -0.215 8.431 0.09
H -1.099 0.529 7.075 0.09
H -1.058 -3.726 8.543 0.09
H 0.279 -4.820 9.028 0.10
H -0.571 -4.792 7.391 0.09
C 1.870 5.974 6.572 -0.11
O 1.962 4.714 5.971 -0.21
P 2.222 4.418 4.413 0.44
O 2.560 2.994 4.157 -0.33
O 0.932 5.021 3.729 -0.22
C 0.208 4.441 2.669 -0.08
O 3.420 5.453 3.979 -0.22
C 3.493 5.949 2.684 -0.13
H 2.799 6.468 6.855 0.09
H 1.204 5.850 7.425 0.10
H 1.444 6.674 5.853 0.09
H 0.495 3.396 2.548 0.09
H 0.197 5.110 1.809 0.09
H -0.824 4.544 3.004 0.09
H 4.516 6.258 2.468 0.10
H 2.773 6.757 2.557 0.09
H 3.169 5.227 1.936 0.08
C -1.542 -8.092 -3.923 -0.08
O -0.487 -7.094 -3.734 -0.24
P 0.964 -7.387 -4.425 0.53
O 2.013 -8.036 -3.574 -0.25
O 1.237 -5.931 -5.112 -0.23
C 1.658 -4.886 -4.261 -0.12
O 0.491 -8.215 -5.800 -0.25
C 1.380 -8.882 -6.618 -0.14
H -1.094 -9.085 -3.896 0.08
H -2.104 -7.898 -4.837 0.09
H -2.123 -8.156 -3.003 0.09
H 2.000 -5.384 -3.353 0.08
H 0.854 -4.198 -4.000 0.08
H 2.491 -4.321 -4.678 0.09
H 1.153 -9.861 -7.039 0.09
H 2.344 -8.959 -6.116 0.08
H 1.431 -8.228 -7.489 0.09
C -6.633 3.858 3.530 -0.10
O -5.280 3.759 4.033 -0.22
C -4.963 2.598 4.900 -0.14
C -4.695 1.212 4.187 -0.19
O -3.407 1.246 3.597 -0.20
C -3.039 0.216 2.725 -0.11
H -6.712 4.817 3.019 0.08
H -7.346 3.967 4.347 0.08
H -6.790 3.097 2.765 0.08
H -5.730 2.628 5.674 0.11
H -4.055 2.787 5.473 0.11
H -5.454 1.144 3.408 0.11
H -4.832 0.393 4.895 0.12
H -3.632 -0.692 2.838 0.09
H -1.965 0.029 2.758 0.08
H -3.286 0.578 1.728 0.08
```

total charge = +1
total energy = -114038.4950 eV

C31H55Ge2N4O3P2V as an isolated structure. Source: the OMol25 dataset; level of theory: ωB97M-V/def2-TZVPD.

Geometry as XYZ:
```
98
Properties=species:S:1:pos:R:3:lowdin_charge:R:1
V 0.198 0.147 0.259 0.62
C 2.358 -0.711 5.217 -0.08
N 1.224 -0.135 4.499 -0.29
C 0.000 0.053 5.287 -0.05
P 1.317 0.428 2.996 0.51
O 0.000 0.463 2.272 -0.33
O 2.254 -0.662 2.242 -0.25
P 2.897 -1.080 0.832 0.49
O 2.118 -0.351 -0.234 -0.32
N 4.452 -0.643 0.784 -0.29
C 5.442 -1.288 1.643 -0.08
C 5.004 0.204 -0.276 -0.07
N 2.800 -2.699 0.903 -0.28
C 3.459 -3.428 -0.191 -0.06
C 1.612 -3.387 1.418 -0.06
N 2.072 1.869 2.913 -0.27
C 2.272 2.522 1.623 -0.07
C 2.996 2.325 3.950 -0.07
H 2.616 -0.097 6.082 0.09
H 3.228 -0.782 4.568 0.08
H 2.100 -1.713 5.563 0.10
H 0.168 0.779 6.085 0.09
H -0.289 -0.902 5.725 0.10
H -0.806 0.399 4.645 0.08
H 4.952 -1.836 2.446 0.08
H 6.091 -0.528 2.080 0.09
H 6.059 -1.987 1.073 0.09
H 4.201 0.639 -0.863 0.08
H 5.647 -0.387 -0.932 0.10
H 5.599 1.002 0.170 0.09
H 4.369 -2.914 -0.497 0.08
H 2.797 -3.523 -1.055 0.10
H 3.730 -4.421 0.165 0.10
H 1.190 -2.849 2.263 0.08
H 1.910 -4.382 1.749 0.10
H 0.848 -3.484 0.643 0.07
H 1.503 2.273 0.887 0.06
H 3.246 2.261 1.195 0.09
H 2.227 3.601 1.770 0.10
H 2.697 1.937 4.920 0.07
H 2.958 3.413 3.995 0.10
H 4.027 2.022 3.740 0.09
C -3.428 -3.127 1.713 -0.18
C -1.997 -2.628 1.517 -0.38
Ge -1.681 -1.524 -0.120 0.90
C -1.502 -2.803 -1.623 -0.37
C -2.822 -3.223 -2.265 -0.17
C -3.393 -0.570 -0.342 -0.22
C -3.691 0.725 -0.512 -0.29
Ge -2.187 2.021 -0.608 0.94
C -2.020 3.386 -2.029 -0.30
C -2.934 4.599 -2.174 -0.16
C -1.936 2.808 1.181 -0.33
C -3.057 3.762 1.602 -0.16
C -5.102 1.210 -0.553 -0.22
C -5.359 2.571 -0.688 -0.07
C -6.652 3.077 -0.731 -0.07
C -7.731 2.218 -0.634 -0.08
C -7.499 0.855 -0.486 -0.08
C -6.208 0.360 -0.442 -0.03
H -3.518 -3.768 2.593 0.07
H -3.775 -3.707 0.855 0.06
H -4.124 -2.297 1.845 0.06
H -1.316 -3.483 1.452 0.04
H -1.682 -2.049 2.391 0.04
H -0.978 -3.678 -1.224 0.05
H -0.845 -2.367 -2.380 0.04
H -3.501 -3.684 -1.545 0.06
H -2.668 -3.941 -3.073 0.07
H -3.344 -2.362 -2.689 0.06
H -4.241 -1.248 -0.251 0.04
H -1.986 2.841 -2.974 0.06
H -0.992 3.733 -1.864 0.07
H -3.939 4.326 -2.493 0.06
H -2.535 5.269 -2.938 0.07
H -3.022 5.179 -1.254 0.06
H -0.969 3.320 1.212 0.06
H -1.874 1.987 1.898 0.04
H -3.161 4.604 0.917 0.05
H -2.871 4.174 2.595 0.07
H -4.020 3.250 1.637 0.06
H -4.536 3.267 -0.751 0.05
H -6.807 4.144 -0.837 0.11
H -8.744 2.598 -0.669 0.10
H -8.334 0.172 -0.401 0.11
H -6.075 -0.707 -0.319 0.10
C -0.653 0.869 -1.124 -0.38
C -0.501 0.581 -2.565 -0.34
C -1.572 0.163 -3.363 -0.07
C -1.385 -0.116 -4.707 -0.07
C -0.132 0.025 -5.289 -0.08
C 0.936 0.449 -4.512 -0.08
C 0.755 0.719 -3.164 -0.05
H -2.555 0.047 -2.924 0.10
H -2.227 -0.443 -5.304 0.11
H 0.007 -0.187 -6.340 0.10
H 1.916 0.572 -4.956 0.10
H 1.590 1.051 -2.559 0.10
```

multiplicity = 2
expectation value of S² = 0.85
total charge = +1
energy relative to the best compared isomer or geometry (same formula, charge and spin) = 0.0 kcal per mole